(1)
A structure of composition C3H8N3O at a distorted geometry, computed with the ωB97M-V functional and the def2-TZVPD basis.

Calculated values
E_tot in Ha: -358.23246
Energy above the lowest of the compared OMol25 structures with the same formula, charge and spin in kcal/mol: 102.9
HOMO level in eV: -14.478
Gap between HOMO and LUMO in eV: 9.0
LUMO energy in eV: -5.4

```
! wB97M-V def2-TZVPD RIJCOSX def2/J DEFGRID3
* xyz 1 1
C 0.32034 0.84304 0.65914
C -1.44459 0.44479 -0.63234
C 1.51241 1.49077 1.26892
N -0.32196 1.30135 -0.32776
N -1.33483 -0.80821 0.08413
N -0.62555 -1.82856 -0.63010
O -0.02082 -0.32696 1.18060
H -2.37238 0.92471 -0.30436
H -1.49004 0.29000 -1.71569
H 1.21006 1.94361 2.21170
H 1.88930 2.25848 0.60220
H 2.28110 0.74889 1.47312
H -0.43760 -2.59382 0.04446
H 0.27780 -1.49979 -1.03936
H -1.22528 -2.18856 -1.39231
*
```

=====

(2)
A cluster of 7 separate species, C24H66ClN6O10 in total at a distorted geometry, computed with the ωB97M-V functional and the def2-TZVPD basis.

Calculated values
E_tot in Ha: -2494.82737
Energy above the lowest of the compared OMol25 structures with the same formula, charge and spin in kcal/mol: 29.9
HOMO level in eV: -6.045
Gap between HOMO and LUMO in eV: 8.6
LUMO energy in eV: 2.6

```
! wB97M-V def2-TZVPD RIJCOSX def2/J DEFGRID3
* xyz -1 1
Cl 21.26146 -1.24717 -22.42032
O 20.51716 -0.01343 -22.38282
O 20.96225 -2.08196 -23.57798
O 22.66204 -0.95164 -22.49917
O 20.99640 -1.98810 -21.20472
C 26.06533 4.94594 -22.36084
C 24.75830 5.57932 -21.90092
C 23.46795 4.77907 -22.17885
O 23.47030 3.57336 -21.46646
C 22.61704 2.55247 -21.94429
N 24.85174 5.71287 -20.40315
H 26.96367 5.49417 -22.09566
H 25.97096 4.94910 -23.45199
H 26.10603 3.92240 -21.99015
H 24.58227 6.57375 -22.31280
H 23.56219 4.50681 -23.24172
H 22.60529 5.41372 -21.97398
H 22.51045 1.76129 -21.20652
H 23.11474 2.13833 -22.82839
H 21.62660 2.94372 -22.19546
H 24.86412 4.75239 -20.07770
H 24.05437 6.17294 -19.98353
C 17.03451 0.49542 -23.22208
C 15.93087 0.92994 -24.13949
C 16.25002 0.78146 -25.61360
O 15.27364 1.46912 -26.40525
C 15.69302 1.51932 -27.74858
N 14.75219 0.07263 -23.83468
H 16.88925 0.79815 -22.18016
H 17.98070 0.94293 -23.53349
H 17.12941 -0.58436 -23.10514
H 15.62714 1.97664 -24.01751
H 16.33657 -0.23457 -26.00517
H 17.20431 1.31217 -25.73843
H 16.68151 1.98147 -27.80600
H 14.99863 2.17415 -28.28453
H 15.56922 0.55409 -28.25039
H 14.50393 0.18222 -22.85540
H 13.94476 0.44036 -24.33311
C 23.54145 1.70717 -16.46189
C 22.02396 1.48924 -16.40164
C 21.51425 1.30644 -17.83165
O 20.10503 1.36076 -17.86883
C 19.56169 0.99281 -19.11428
N 21.80823 0.31160 -15.55792
H 23.91094 1.72968 -15.43576
H 23.87182 2.58505 -17.01646
H 23.98454 0.84826 -16.96872
H 21.45597 2.34636 -16.01768
H 21.79196 0.30545 -18.18997
H 21.99944 2.03367 -18.49241
H 18.47746 1.04696 -19.00459
H 19.81974 -0.02355 -19.42354
H 19.81622 1.69662 -19.91325
H 20.80256 0.18500 -15.45196
H 22.09186 0.57862 -14.61758
C 23.58876 -1.17543 -27.16938
C 24.79793 -1.24980 -26.20704
C 24.98849 0.15497 -25.61436
O 25.94173 0.10433 -24.58073
C 25.98703 1.18031 -23.67595
N 24.44418 -2.22723 -25.17065
H 23.88173 -0.45617 -27.94195
H 22.72912 -0.79604 -26.62126
H 23.40506 -2.12878 -27.65617
H 25.74469 -1.55327 -26.66046
H 24.03454 0.51802 -25.20915
H 25.30327 0.85724 -26.39906
H 25.37981 0.89887 -22.80853
H 25.70928 2.13690 -24.12375
H 27.00191 1.26384 -23.27895
H 25.16155 -2.14229 -24.45074
H 23.64257 -1.77404 -24.72769
C 21.98391 -4.39230 -18.61598
C 21.03688 -5.05232 -19.63189
C 20.84159 -6.51114 -19.25423
O 20.23513 -7.17365 -20.33903
C 20.10525 -8.56082 -20.16661
N 19.74496 -4.32797 -19.69068
H 21.46466 -4.20376 -17.67175
H 22.28391 -3.40430 -18.96997
H 22.87261 -5.00883 -18.46298
H 21.49652 -4.97499 -20.61755
H 20.20748 -6.58377 -18.35880
H 21.80699 -6.97331 -19.00793
H 20.84278 -8.94609 -19.45417
H 20.16936 -9.01810 -21.15393
H 19.11852 -8.81685 -19.75758
H 20.09226 -3.41882 -20.01761
H 19.50255 -4.10387 -18.72396
C 19.18967 -4.15844 -26.07222
C 18.63774 -4.74824 -24.77440
C 17.99277 -6.11907 -25.07891
O 17.44371 -6.65623 -23.90958
C 16.71979 -7.83090 -24.14936
N 19.66446 -4.84394 -23.76178
H 18.47054 -4.04882 -26.89308
H 20.06681 -4.67386 -26.47347
H 19.53308 -3.13704 -25.88275
H 17.85464 -4.07585 -24.41416
H 18.76491 -6.71483 -25.59060
H 17.18998 -5.98152 -25.81688
H 17.40436 -8.65828 -24.38388
H 16.06484 -7.79719 -25.03167
H 16.12193 -8.05443 -23.26874
H 20.39043 -5.51480 -24.01295
H 20.20085 -3.97601 -23.80049
*
```

=====

(3)
A structure of composition C16H25IN5RhS, computed with the ωB97M-V functional and the def2-TZVPD basis.

Calculated values
E_tot in Ha: -1704.31830
Energy above the lowest of the compared OMol25 structures with the same formula, charge and spin in kcal/mol: 13.8
HOMO level (spin up / spin down) in eV: -13.601 / -13.602
Gap between HOMO and LUMO (spin up / spin down) in eV: 7.5 / 4.6
LUMO energy (spin up / spin down) in eV: -6.1 / -9.0
Expectation value of S²: 6.037

```
! wB97M-V def2-TZVPD RIJCOSX def2/J DEFGRID3
* xyz 2 5
Rh -0.79416 0.05232 -0.40302
N 1.05787 -1.14735 0.03194
C 1.44523 -1.07675 1.46332
C 0.24131 -0.77965 2.35028
N -0.57838 0.34690 1.85628
C -0.04772 1.70291 2.11105
C 0.92964 2.16152 1.04464
N 0.34833 2.01593 -0.31189
H 1.78504 -0.70743 -0.54426
H 1.00651 -2.11037 -0.28402
H 1.88765 -2.01801 1.78942
H 2.21899 -0.31951 1.56720
H -0.41168 -1.65438 2.37018
H 0.57967 -0.59977 3.37481
H -1.48478 0.28316 2.30378
H -0.90303 2.38065 2.13214
H 0.43530 1.75589 3.09105
H 1.20289 3.19945 1.24150
H 1.85299 1.58865 1.05958
H -0.22377 2.82889 -0.51608
H 1.11951 2.03346 -0.98433
I -2.89730 2.08863 -1.56097
C -4.32052 0.64040 -1.13860
C -5.65445 0.98318 -1.35183
C -6.65405 0.04695 -1.14246
C -6.31932 -1.23510 -0.73342
C -4.97993 -1.59204 -0.52192
C -4.65573 -2.90677 -0.13619
C -3.32932 -3.28674 0.05693
C -2.32533 -2.35813 -0.12141
C -2.57854 -1.00569 -0.46466
C -3.93413 -0.63679 -0.70626
H -5.90849 1.97980 -1.68625
H -7.68801 0.31727 -1.30657
H -7.09297 -1.97590 -0.57425
H -5.45281 -3.62869 -0.00701
H -3.09156 -4.30339 0.33961
H -1.30317 -2.68947 0.02849
C 7.27347 0.16757 -1.22104
N 5.82243 0.04064 -1.23436
C 4.97586 1.06548 -1.24879
N 5.47827 2.29940 -1.17837
S 3.29166 0.80857 -1.36626
H 7.70722 -0.82622 -1.17851
H 7.60513 0.71650 -0.33867
H 7.63655 0.66346 -2.12327
H 5.41115 -0.86685 -1.36673
H 6.46788 2.47937 -1.21071
H 4.84860 3.07804 -1.25008
*
```

=====

(4)
An isolated molecule of C6H9N3O at a distorted geometry, computed with the ωB97M-V functional and the def2-TZVPD basis.

Calculated values
E_tot in Ha: -473.46707
Energy above the lowest of the compared OMol25 structures with the same formula, charge and spin in kcal/mol: 51.9
HOMO level in eV: -9.559
Gap between HOMO and LUMO in eV: 9.9
LUMO energy in eV: 0.3

```
! wB97M-V def2-TZVPD RIJCOSX def2/J DEFGRID3
* xyz 0 1
H 2.54340 -1.59702 0.24934
N 2.84701 -0.62924 0.15470
C 1.90089 0.09401 -0.32260
O 2.14852 1.39585 -0.26255
C 0.44865 -0.24083 -0.14703
N 0.05910 -1.43790 0.04067
C -1.39836 -1.42040 0.12998
C -1.79076 0.05596 0.03651
C -3.01592 0.43080 -0.74945
C -1.22665 0.95547 1.06634
N -0.52808 0.77780 -0.22942
H 2.91119 1.39133 0.46760
H -1.72514 -1.90835 1.05928
H -1.82168 -1.99386 -0.70873
H -3.12648 1.52075 -0.81128
H -2.96035 0.01942 -1.76690
H -3.91151 0.02024 -0.26170
H -1.66658 1.94340 1.20818
H -0.74700 0.52268 1.94783
*
```